1.
2 unconnected molecules or ions with the total composition C2H9NS2 at a distorted geometry. Source: the OMol25 dataset; level of theory: ωB97M-V/def2-TZVPD.

ORCA input file:
```
! RIJCOSX wB97M-V def2-TZVPD def2/J DEFGRID3
* xyz 0 1
C 1.456 2.964 0.644
S -0.356 3.078 0.467
S -0.962 2.605 2.392
H 1.745 3.828 1.221
H 1.809 2.939 -0.376
H 1.731 2.047 1.146
H -1.264 1.348 2.072
C -0.490 -2.882 -0.566
N -0.514 -2.199 -1.831
H -1.396 -3.451 -0.312
H -0.321 -2.189 0.244
H 0.292 -3.644 -0.512
H -0.444 -2.867 -2.594
H -1.286 -1.576 -1.997
*
```

Computed properties:
electronic energy = -932.7016 Eh
frontier orbital gap = 9.62 eV
ΔE to the lowest compared entry with this formula, charge and spin = 14.1 kcal/mol
LUMO = 0.60 eV
SMILES string = CSS.CN
strongest force on any atom = 1.20 eV/Å
HOMO = -0.3315 hartree

These are the natural (NBO) partial charges, in e, on atoms 1 to 6: atom 1 (C): -0.729, atom 2 (S): 0.072, atom 3 (S): -0.139, atom 4 (H): 0.220, atom 5 (H): 0.227, atom 6 (H): 0.224

2.
A single C24H30F3NO3 molecule. Source: the OMol25 dataset; level of theory: ωB97M-V/def2-TZVPD.

ORCA input file:
```
! RIJCOSX wB97M-V def2-TZVPD def2/J DEFGRID3
* xyz 0 1
C 7.727 2.057 -2.843
C 7.155 1.757 -1.465
O 6.087 0.845 -1.651
C 5.392 0.319 -0.605
C 4.445 -0.628 -0.985
C 3.636 -1.277 -0.069
C 2.629 -2.307 -0.503
N 1.333 -2.059 0.105
C 0.743 -0.824 -0.375
C -0.512 -0.491 0.426
C -1.559 -1.611 0.378
C -2.206 -1.683 -1.021
O -3.281 -2.588 -1.102
C -2.668 -1.358 1.430
C -3.400 -0.064 1.233
C -2.988 1.100 1.872
C -3.655 2.296 1.675
C -4.752 2.354 0.835
C -5.176 1.193 0.204
C -6.349 1.229 -0.732
F -5.964 1.321 -2.022
F -7.165 2.273 -0.516
F -7.115 0.129 -0.652
C -4.509 -0.009 0.397
C -0.850 -2.926 0.741
C 0.415 -3.162 -0.081
C 3.777 -0.962 1.273
C 4.705 -0.018 1.673
C 5.523 0.635 0.759
O 6.453 1.581 1.129
C 6.603 1.883 2.492
H 8.082 1.141 -3.307
H 6.958 2.489 -3.478
H 8.552 2.757 -2.755
H 7.925 1.315 -0.823
H 6.793 2.678 -0.995
H 4.366 -0.843 -2.040
H 2.568 -2.328 -1.606
H 2.966 -3.294 -0.168
H 1.477 -0.026 -0.240
H 0.507 -0.883 -1.454
H -0.212 -0.344 1.464
H -0.940 0.441 0.055
H -1.449 -1.929 -1.775
H -2.625 -0.707 -1.275
H -2.942 -3.483 -0.992
H -3.383 -2.181 1.368
H -2.212 -1.369 2.421
H -2.137 1.069 2.536
H -3.320 3.190 2.179
H -5.279 3.282 0.676
H -4.851 -0.902 -0.103
H -1.527 -3.776 0.623
H -0.558 -2.880 1.791
H 0.900 -4.077 0.272
H 0.165 -3.310 -1.148
H 3.151 -1.449 2.003
H 4.788 0.209 2.724
H 6.908 1.005 3.071
H 5.685 2.301 2.919
H 7.391 2.633 2.537
*
```

Computed properties:
electronic energy = -1512.6077 Eh
frontier orbital gap = 8.63 eV
ΔE to the lowest compared entry with this formula, charge and spin = 1.7 kcal/mol
LUMO = 0.64 eV
SMILES string = CCOc1cc(CN2CCC(CO)(Cc3cccc(C(F)(F)F)c3)CC2)ccc1OC
strongest force on any atom = 0.68 eV/Å
HOMO = -0.2938 hartree

These are the natural (NBO) partial charges, in e, on atoms 1 to 6: atom 1 (C): -0.620, atom 2 (C): -0.053, atom 3 (O): -0.505, atom 4 (C): 0.258, atom 5 (C): -0.237, atom 6 (C): -0.037

3.
A single C4H8O3S2 molecule. Source: the OMol25 dataset; level of theory: ωB97M-V/def2-TZVPD.

ORCA input file:
```
! RIJCOSX wB97M-V def2-TZVPD def2/J DEFGRID3
* xyz 0 1
O -1.570 -1.677 1.648
C -1.073 -1.818 0.578
O -1.865 -2.072 -0.501
S -1.237 -2.062 -2.057
O 0.246 -1.829 0.321
C 0.906 -0.563 0.103
C 0.077 0.663 0.412
C 0.952 1.910 0.265
S 0.005 3.455 0.313
H -0.535 -3.203 -1.986
H 1.215 -0.534 -0.944
H 1.809 -0.568 0.715
H -0.761 0.749 -0.284
H -0.319 0.638 1.427
H 1.641 1.985 1.104
H 1.521 1.874 -0.665
H -1.012 3.052 -0.450
*
```

Computed properties:
electronic energy = -1179.2704 Eh
frontier orbital gap = 9.58 eV
ΔE to the lowest compared entry with this formula, charge and spin = 0.0 kcal/mol
LUMO = 0.23 eV
SMILES string = O=C(OS)OCCCS
strongest force on any atom = 0.45 eV/Å
HOMO = -0.3437 hartree

These are the natural (NBO) partial charges, in e, on atoms 1 to 6: atom 1 (O): -0.545, atom 2 (C): 0.990, atom 3 (O): -0.646, atom 4 (S): 0.314, atom 5 (O): -0.544, atom 6 (C): -0.054

4.
2 unconnected molecules or ions with the total composition C3H7NO4 at a distorted geometry. Source: the OMol25 dataset; level of theory: ωB97M-V/def2-TZVPD.

ORCA input file:
```
! RIJCOSX wB97M-V def2-TZVPD def2/J DEFGRID3
* xyz 0 1
C 1.079 0.759 1.639
N 0.696 -0.478 1.013
C 0.819 -0.616 -0.302
O 1.503 0.294 -1.060
H 0.834 1.632 1.031
H 2.168 0.732 1.783
H 0.606 0.827 2.619
H 0.956 -1.637 -0.673
H 0.987 1.098 -1.205
O -1.613 0.334 0.573
C -1.300 -0.190 -0.537
O -1.737 -1.452 -0.839
O -1.390 0.566 -1.667
H -2.025 -1.816 0.016
H -1.583 -0.053 -2.391
*
```

Computed properties:
electronic energy = -474.1460 Eh
frontier orbital gap = 9.03 eV
ΔE to the lowest compared entry with this formula, charge and spin = 88.0 kcal/mol
LUMO = -0.54 eV
SMILES string = C/N=C\O.O=C(O)O
strongest force on any atom = 7.98 eV/Å
HOMO = -0.3519 hartree

These are the natural (NBO) partial charges, in e, on atoms 1 to 6: atom 1 (C): -0.464, atom 2 (N): -0.303, atom 3 (C): 0.237, atom 4 (O): -0.713, atom 5 (H): 0.198, atom 6 (H): 0.224